1.
ORCA calculation (the ωB97M-V functional and the def2-TZVPD basis) on an isolated ion of composition C2H9N4 and charge +1.

Last column: Mulliken charge in e.
Cartesian coordinates (Å):
C: -1.20 0.01 0.10  -0.66
C: 0.21 0.32 0.95  0.17
N: -0.79 -0.36 -1.18  -0.39
N: 1.06 0.89 -0.15  0.17
N: 0.73 -0.86 1.41  -0.48
N: 1.10 0.21 -1.16  -0.53
H: -1.77 -0.75 0.52  0.40
H: -1.75 1.00 0.13  0.31
H: 0.03 0.92 1.86  0.43
H: -1.00 0.16 -2.05  0.33
H: 0.96 1.95 -0.21  0.29
H: 0.88 -1.57 0.80  0.14
H: 0.94 -1.14 2.41  0.23
H: -0.70 -1.36 -1.36  0.29
H: 1.29 0.59 -2.09  0.29

Its total charge is +1. The calculation puts the energy above the lowest of the compared OMol25 structures with the same formula, charge and spin at 98.8 kcal/mol. Its SMILES is [H]/N=[NH+]/[C@H](N)CN. For the HOMO energy (alpha / beta), the calculation gives -0.4879 / -0.4879 Eh. The total energy comes out at -8170.5442 eV. Its gap between HOMO and LUMO (alpha / beta) is 9.18 / 9.18 eV. The calculation puts the largest force on an atom at 6.1 eV/A.



2.
ORCA calculation (the ωB97M-V functional and the def2-TZVPD basis) on a 2-piece molecular cluster, C5H13N3O overall.

Last column: Mulliken charge in e.
Cartesian coordinates (Å):
C: 0.41 -0.85 0.51  0.29
C: 0.19 -3.06 -0.73  -1.13
C: -0.10 3.21 0.10  -0.74
C: 1.15 -2.02 -0.22  -0.41
C: -1.52 2.70 0.08  0.16
N: 0.60 -1.05 1.86  -0.48
N: -2.00 2.37 -1.01  -0.65
N: 0.01 0.19 -0.15  -0.20
O: 0.15 0.09 -1.59  -0.38
H: -0.32 -3.70 -0.01  0.33
H: -0.53 -2.59 -1.25  0.36
H: 0.77 -3.65 -1.60  0.27
H: 0.44 2.50 0.92  0.08
H: 0.46 3.19 -0.81  0.27
H: 0.02 4.28 0.58  0.30
H: 1.85 -2.64 0.36  0.28
H: 1.85 -1.69 -1.08  0.29
H: -2.10 2.47 0.99  0.36
H: 0.71 -0.20 2.35  0.22
H: 1.18 -1.81 2.15  0.24
H: -2.85 1.85 -1.08  0.22
H: -0.69 0.44 -1.87  0.32

The calculation puts the energy above the lowest of the compared OMol25 structures with the same formula, charge and spin at 107.4 kcal/mol. Its SMILES is CC/C(N)=N\O.[H]/N=C/C. For the HOMO energy, the calculation gives -0.3260 Eh. The total energy comes out at -11909.9586 eV. Its gap between HOMO and LUMO is 9.72 eV. The calculation puts the largest force on an atom at 4.9 eV/A.